This record from the Open Molecules 2025 dataset describes 4 unconnected molecules or ions with the total composition C16H44N4O4. The level of theory is the ωB97M-V functional and the def2-TZVPD basis.

As for the net charge: 0. The maximum force is 0.067 hartree/bohr. As for the SMILES: COC[C@H](C)N.COC[C@H](C)N.COC[C@H](C)N.COC[C@H](C)N. For the orbital gap, the calculation gives 9.570 eV. For the HOMO energy, the calculation gives -8.828 eV. As for the energy above the lowest of the compared OMol25 structures with the same formula, charge and spin: 72.09 kcal/mol.

Last columns: bonded neighbours and bond lengths (Å).
Geometry (Å):
1 C -6.776 4.353 -0.840  C2 1.504, H7 1.090, H8 1.090, H9 1.090
2 C -5.802 4.377 -1.985  C1 1.504, C3 1.508, N6 1.458, H10 1.090
3 C -4.587 5.264 -1.881  C2 1.508, O4 1.433, H11 1.090, H12 1.090
4 O -3.902 5.384 -3.134  C3 1.433, C5 1.446
5 C -3.156 6.603 -3.357  O4 1.446, H13 1.090, H14 1.090, H15 1.090
6 N -5.402 2.991 -2.197  C2 1.458, H16 1.010, H17 1.010
7 H -6.937 5.404 -0.599  C1 1.090
8 H -6.383 3.969 0.101  C1 1.090
9 H -7.659 3.816 -1.185  C1 1.090
10 H -6.181 4.666 -2.965  C2 1.090
11 H -3.844 4.821 -1.218  C3 1.090
12 H -4.738 6.280 -1.515  C3 1.090
13 H -2.742 6.655 -4.364  C5 1.090
14 H -2.534 6.948 -2.531  C5 1.090
15 H -3.964 7.329 -3.434  C5 1.090
16 H -4.420 3.006 -2.429  N6 1.010
17 H -5.959 2.634 -2.961  N6 1.010
18 C 2.287 9.847 5.766  C19 1.527, H24 1.090, H25 1.090, H26 1.090
19 C 1.281 9.071 4.918  C18 1.527, C20 1.460, N23 1.412, H27 1.090
20 C 1.219 7.650 5.251  C19 1.460, O21 1.501, H28 1.090, H29 1.090
21 O 0.934 6.971 3.943  C20 1.501, C22 1.412
22 C 0.529 5.619 3.995  O21 1.412, H30 1.090, H31 1.090, H32 1.090
23 N 0.012 9.689 4.901  C19 1.412, H33 1.010, H34 1.010
24 H 2.070 9.879 6.834  C18 1.090
25 H 2.340 10.897 5.478  C18 1.090
26 H 3.287 9.428 5.655  C18 1.090
27 H 1.792 9.235 3.970  C19 1.090
28 H 0.559 7.498 6.106  C20 1.090
29 H 2.162 7.185 5.538  C20 1.090
30 H 0.634 5.201 2.994  C22 1.090
31 H -0.543 5.570 4.190  C22 1.090
32 H 1.158 5.044 4.674  C22 1.090
33 H -0.071 10.663 4.647  N23 1.010
34 H -0.673 9.144 4.397  N23 1.010
35 C -0.826 -1.912 -0.686  C36 1.504, H41 1.090, H42 1.090, H43 1.090
36 C 0.462 -2.646 -0.433  C35 1.504, C37 1.537, N40 1.429, H44 1.090
37 C 0.844 -2.654 1.057  C36 1.537, O38 1.455, H45 1.090, H46 1.090
38 O 1.270 -1.316 1.436  C37 1.455, C39 1.437
39 C 2.332 -0.679 0.707  O38 1.437, H47 1.090, H48 1.090, H49 1.090
40 N 0.278 -3.970 -0.938  C36 1.429, H50 1.010, H51 1.010
41 H -1.622 -2.253 -0.024  C35 1.090
42 H -1.222 -2.057 -1.691  C35 1.090
43 H -0.621 -0.847 -0.578  C35 1.090
44 H 1.346 -2.296 -0.966  C36 1.090
45 H 1.544 -3.469 1.240  C37 1.090
46 H -0.077 -2.700 1.638  C37 1.090
47 H 2.007 -0.540 -0.324  C39 1.090
48 H 3.225 -1.298 0.611  C39 1.090
49 H 2.625 0.283 1.126  C39 1.090
50 H -0.413 -4.451 -0.381  N40 1.010
51 H 1.138 -4.497 -0.990  N40 1.010
52 C 3.960 -10.080 -1.111  C53 1.528, H58 1.090, H59 1.090, H60 1.090
53 C 3.776 -11.294 -2.020  C52 1.528, C54 1.514, N57 1.450, H61 1.090
54 C 3.209 -10.956 -3.382  C53 1.514, O55 1.412, H62 1.090, H63 1.090
55 O 1.935 -10.351 -3.311  C54 1.412, C56 1.403
56 C 1.058 -10.556 -4.386  O55 1.403, H64 1.090, H65 1.090, H66 1.090
57 N 4.987 -12.090 -2.051  C53 1.450, H67 1.010, H68 1.010
58 H 3.045 -9.635 -0.720  C52 1.090
59 H 4.449 -9.257 -1.634  C52 1.090
60 H 4.557 -10.230 -0.211  C52 1.090
61 H 3.077 -11.960 -1.514  C53 1.090
62 H 3.053 -11.959 -3.779  C54 1.090
63 H 3.896 -10.501 -4.096  C54 1.090
64 H 0.121 -10.018 -4.239  C56 1.090
65 H 0.921 -11.637 -4.407  C56 1.090
66 H 1.372 -10.428 -5.422  C56 1.090
67 H 5.523 -11.828 -2.866  N57 1.010
68 H 4.778 -13.008 -2.417  N57 1.010